Formula: C4H29NO10
Source: OMol25
Level of theory: the ωB97M-V functional and the def2-TZVPD basis

```
44
Properties=species:S:1:pos:R:3:mulliken_charge:R:1
C 2.5322 -1.4554 -2.1125 -1.49
C 1.8938 -2.3075 -0.8852 -0.72
C 1.2069 -1.2245 -0.0174 0.68
N 2.1701 -0.5882 0.9416 -0.32
C 0.1258 -1.8704 0.7882 -0.75
O -0.4849 -1.1142 1.8161 -0.54
H 3.3848 -0.8994 -1.7453 0.38
H 1.8443 -0.7267 -2.5535 0.38
H 2.5436 -2.1274 -2.9488 0.44
H 2.7895 -2.7681 -0.3743 0.32
H 1.2424 -3.0713 -1.2633 0.45
H 0.8709 -0.3966 -0.6783 -0.13
H 3.0355 -0.2492 0.5803 0.19
H 2.3202 -1.1537 1.7585 0.33
H 0.2646 -2.8136 1.3763 0.31
H -0.6800 -2.2131 0.1781 0.22
H -0.4689 -0.1486 1.6941 0.25
O 2.2691 1.3260 3.1838 -0.67
H 2.8977 0.6478 2.8903 0.31
H 1.4251 0.8756 3.3649 0.33
O -3.3731 -1.4334 0.7331 -0.63
H -3.7462 -2.3064 0.7784 0.28
H -2.8633 -1.1956 1.5227 0.32
O -1.5807 3.8303 0.6321 -0.66
H -1.7184 4.0062 -0.3107 0.32
H -0.6044 3.8398 0.6542 0.33
O -2.3567 -1.8229 -1.5773 -0.62
H -2.1950 -1.4572 -0.7091 0.43
H -3.2808 -1.9594 -1.8251 0.23
O -2.1192 1.5070 1.7664 -0.54
H -2.3328 2.4279 1.4893 0.25
H -2.2456 1.3928 2.7079 0.23
O 1.0251 2.5673 1.0281 -0.59
H 0.7533 1.6391 1.0620 0.35
H 1.7561 2.5635 1.7046 0.30
O -0.3525 -2.3563 -3.1711 -0.59
H 0.1581 -1.5808 -2.9775 0.28
H -1.2853 -2.1334 -3.1379 0.34
O 0.0598 3.7658 -1.6639 -0.61
H 0.9704 4.0157 -1.8311 0.31
H 0.1534 2.8860 -1.3021 0.26
O -2.0601 1.3010 -0.9003 -0.57
H -2.7097 1.5376 -0.2373 0.34
H -1.2350 1.2438 -0.4289 0.28
```

Molecular weight in u: 251.3
Energy relative to the best compared isomer or geometry (same formula, charge and spin) in eV: 3.189
Charge: 0
HOMO-LUMO gap in Eh: 0.3650

Formula: C16H30NOPr
Source: OMol25
Level of theory: the ωB97M-V functional and the def2-TZVPD basis

```
49
Properties=species:S:1:pos:R:3:lowdin_spin:R:1
C -0.1876 -0.2400 4.0155 0.00
H 0.5017 -0.5023 4.8462 0.00
H -1.1996 -0.3303 4.4349 0.00
H 0.0271 0.7958 3.7596 0.00
C -0.0417 -1.2632 2.8434 0.00
H -0.9058 -1.1561 2.1657 0.00
H 0.8473 -1.0257 2.2377 0.00
C 0.1153 -2.6430 3.5279 0.00
H 0.5684 -3.4259 2.8988 0.00
H 0.7943 -2.5364 4.3991 0.00
H -0.8519 -2.9937 3.9317 0.00
C -1.4438 -0.2043 -2.1047 -0.01
C -1.8210 -1.4926 -1.5870 -0.01
C -2.2348 -1.3140 -0.2241 -0.01
C -2.0658 0.0714 0.1109 -0.01
C -1.5744 0.7580 -1.0267 -0.01
C -1.3528 2.2383 -1.1054 0.00
C -2.6288 0.7514 1.3246 0.00
C -2.8992 -2.3205 0.6567 0.00
C -1.6348 -2.7896 -2.3024 0.00
C -0.8392 0.0841 -3.4392 0.00
Pr 0.2774 -0.7774 -0.5535 2.05
H -2.1815 1.7473 1.4354 0.00
H -3.7260 0.9006 1.2534 0.00
H -2.4269 0.1845 2.2420 0.00
H -1.3697 2.6754 -0.0967 0.00
H -0.3921 2.4815 -1.5794 0.00
H -2.1594 2.7279 -1.6830 0.00
H -0.2874 -0.7855 -3.8302 0.00
H -1.6284 0.3275 -4.1657 0.00
H -0.1459 0.9464 -3.3953 0.00
H -2.0015 -3.6292 -1.6926 0.00
H -2.1911 -2.7912 -3.2517 0.00
H -0.5679 -2.9841 -2.5315 0.00
H -2.5631 -2.2041 1.7000 0.00
H -4.0003 -2.2227 0.6719 0.00
H -2.6630 -3.3431 0.3315 0.00
C 4.5959 0.9954 -1.4203 0.00
N 3.7620 2.1744 -1.1521 0.00
C 4.3456 3.5231 -1.1639 0.00
C 2.4701 2.0195 -0.9041 0.00
O 1.8345 0.9257 -1.0967 0.00
H 5.5845 1.3510 -1.7149 0.00
H 4.1514 0.3926 -2.2226 0.00
H 4.6826 0.3581 -0.5260 0.00
H 3.7743 4.1631 -1.8531 0.00
H 4.2827 3.9935 -0.1709 0.00
H 5.3894 3.4589 -1.4879 0.00
H 1.9811 2.9296 -0.5054 0.00
```

Molecular weight in u: 393.3
Energy relative to the best compared isomer or geometry (same formula, charge and spin) in eV: 0.649
Charge: +2
HOMO-LUMO gap (spin up / spin down) in Eh: 0.2919 / 0.3094
Multiplicity: 3

Formula: C20H26NO5P
Source: OMol25
Level of theory: the ωB97M-V functional and the def2-TZVPD basis

```
53
Properties=species:S:1:pos:R:3:mulliken_charge:R:1
C 5.1351 0.0658 -0.1826 -1.26
C 4.1641 -1.0950 -0.3378 0.51
C 4.7476 -2.4116 0.1527 -1.46
O 2.9825 -0.8456 0.4325 -0.39
P 1.8448 0.0796 -0.1837 0.67
O 1.8326 0.1315 -1.6503 -0.86
O 2.1182 1.4458 0.6010 -0.41
C 1.6762 2.7803 0.3456 0.86
C 2.8743 3.6933 0.5919 -1.61
C 1.1077 2.9752 -1.0488 -1.25
C 0.3478 -0.6962 0.5749 -0.53
N 0.1340 -1.8695 -0.2199 -0.20
C -0.9505 -2.7057 -0.0469 0.62
C -1.2538 -3.6409 -1.0398 -0.48
C -2.2936 -4.5320 -0.8740 -0.58
C -3.0581 -4.5105 0.2816 -0.49
C -2.7663 -3.5849 1.2681 -0.77
C -1.7256 -2.6886 1.1129 -0.23
C -0.7663 0.3127 0.5702 0.60
C -1.0048 1.0895 1.6941 -0.51
C -1.9929 2.0712 1.7156 -1.13
C -2.7320 2.2367 0.5704 1.04
C -2.5001 1.4562 -0.5636 0.68
C -1.5222 0.4936 -0.5924 -0.76
O -3.3659 1.8284 -1.5554 -0.51
C -4.1595 2.8602 -1.0104 -0.29
O -3.7515 3.1158 0.3167 -0.50
H 5.3827 0.2053 0.8670 0.28
H 4.6685 0.9745 -0.5556 0.23
H 6.0444 -0.1268 -0.7458 0.46
H 3.8693 -1.1780 -1.3920 0.36
H 5.0283 -2.3229 1.1990 0.31
H 4.0099 -3.2037 0.0570 0.37
H 5.6256 -2.6696 -0.4328 0.41
H 0.8946 2.9945 1.0888 0.16
H 3.3042 3.4847 1.5678 0.38
H 2.5623 4.7332 0.5554 0.42
H 3.6338 3.5228 -0.1671 0.35
H 0.2497 2.3255 -1.2005 0.20
H 1.8568 2.7310 -1.7969 0.33
H 0.7984 4.0103 -1.1712 0.46
H 0.6056 -0.9756 1.6029 0.46
H 0.4683 -1.7845 -1.1707 0.29
H -0.6603 -3.6573 -1.9433 0.38
H -2.5127 -5.2468 -1.6541 0.38
H -3.8738 -5.2059 0.4090 0.38
H -3.3577 -3.5557 2.1721 0.37
H -1.5200 -1.9702 1.8909 0.33
H -0.4064 0.9303 2.5790 0.50
H -2.1756 2.6723 2.5902 0.45
H -1.3500 -0.0975 -1.4760 0.49
H -4.0415 3.7739 -1.6145 0.26
H -5.2182 2.5547 -1.0183 0.26
```

Molecular weight in u: 391.4
Energy relative to the best compared isomer or geometry (same formula, charge and spin) in eV: 1.383
Charge: 0
HOMO-LUMO gap in Eh: 0.3161

Formula: C18H15NO
Source: OMol25
Level of theory: the ωB97M-V functional and the def2-TZVPD basis

```
35
Properties=species:S:1:pos:R:3:mulliken_charge:R:1
C 1.3219 3.5624 2.0173 -1.42
C 1.7631 2.0930 2.0047 0.35
C 2.9946 1.8274 1.1417 -0.79
C 2.5639 0.7432 0.2234 0.59
N 3.3813 0.1732 -0.6418 -0.31
O 4.7029 0.6456 -0.8110 -0.47
C 1.1718 0.3795 0.4231 0.07
C 0.6854 1.2057 1.4447 -0.10
C -0.6394 1.1021 1.8677 -0.90
C -1.5055 0.2306 1.2137 -1.18
C -1.0798 -0.5303 0.0970 0.80
C 0.2723 -0.4926 -0.2700 0.91
C 0.7105 -1.2234 -1.3908 -1.37
C -0.1654 -2.0441 -2.0647 -0.88
C -1.5158 -2.1451 -1.7305 1.03
C -2.3878 -2.9062 -2.5235 -0.76
C -3.7257 -2.9827 -2.1988 -0.50
C -4.2046 -2.2652 -1.1175 -0.87
C -3.3366 -1.4970 -0.3283 -0.57
C -1.9780 -1.3676 -0.6187 0.97
H 1.3392 3.9706 1.0207 0.41
H 0.3134 3.6091 2.4495 0.36
H 2.0217 4.1747 2.6352 0.34
H 1.9340 1.7590 3.0247 0.34
H 3.8002 1.5186 1.8300 0.27
H 3.3206 2.7117 0.5789 0.37
H 5.1723 0.0707 -1.4170 0.35
H -0.9897 1.7728 2.6728 0.32
H -2.5015 0.1506 1.6215 0.34
H 1.7465 -1.2526 -1.6657 0.44
H 0.1695 -2.6059 -2.9273 0.36
H -2.0237 -3.4659 -3.3808 0.35
H -4.3393 -3.5772 -2.8427 0.41
H -5.2580 -2.3388 -0.8875 0.37
H -3.7343 -1.0060 0.5499 0.32
```

Molecular weight in u: 261.3
Energy relative to the best compared isomer or geometry (same formula, charge and spin) in eV: 2.183
Charge: 0
HOMO-LUMO gap in Eh: 0.2907

Formula: C5H6BrCl
Source: OMol25
Level of theory: the ωB97M-V functional and the def2-TZVPD basis

```
13
Properties=species:S:1:pos:R:3:lowdin_spin:R:1
C 0.0886 -0.5499 0.1470 0.07
C 0.2730 0.9005 0.3876 0.00
C 2.4363 0.0193 -0.8784 0.02
C 1.2226 0.0968 -0.3557 0.00
C -2.7577 -0.6237 -0.1847 1.29
Cl -3.3978 -1.8552 0.7538 0.31
Br -3.1712 1.1440 0.4226 0.26
H 0.3675 -1.0818 1.0269 0.00
H -0.9256 -0.9905 -0.1660 0.03
H -0.3778 1.6424 -0.0254 0.00
H 0.5637 1.2882 1.3983 0.00
H 3.0219 0.8576 -0.9742 0.00
H 2.6565 -0.8478 -1.5518 0.00
```

Molecular weight in u: 181.5
Energy relative to the best compared isomer or geometry (same formula, charge and spin) in eV: 0.875
Charge: 0
HOMO-LUMO gap (spin up / spin down) in Eh: 0.3284 / 0.2647
Multiplicity: 3

Formula: C3H2F2OS
Source: OMol25
Level of theory: the ωB97M-V functional and the def2-TZVPD basis

```
9
Properties=species:S:1:pos:R:3:mulliken_charge:R:1
O 1.0529 1.1450 0.7160 -0.50
C 0.5842 0.3462 -0.2343 0.21
S 1.3146 0.1721 -1.6756 -0.26
C -0.6392 -0.4797 0.0767 0.31
F -1.0362 -1.3724 -0.8547 -0.23
C -1.3767 -0.4330 1.1937 -0.03
F -1.0854 0.4228 2.1868 -0.26
H 0.4516 1.1523 1.4645 0.41
H -2.2233 -1.1209 1.4105 0.35
```

Molecular weight in u: 124.1
Energy relative to the best compared isomer or geometry (same formula, charge and spin) in eV: 0.757
Charge: 0
HOMO-LUMO gap in Eh: 0.3135

Formula: C28H27F10GaNO8
Source: OMol25
Level of theory: the ωB97M-V functional and the def2-TZVPD basis

```
75
Properties=species:S:1:pos:R:3:mulliken_charge:R:1
N 1.2554 -2.0301 -1.0856 -0.76
C 1.2667 -0.8443 -2.0458 0.54
C 2.2340 0.3551 -1.4397 -0.41
C 1.3537 1.7301 -1.1036 -0.51
C 0.4187 1.5106 0.2264 -0.37
C -1.0478 0.7987 -0.0942 -0.15
Ga -2.1860 1.9904 -1.4098 0.06
F -1.3718 3.7551 -1.2837 -0.74
C -1.9548 1.4011 -3.3747 -0.07
O -2.8357 2.1225 -4.3425 -0.16
O -2.7049 1.4343 -5.4643 -0.48
C -4.1297 2.2128 -0.7640 0.55
F -4.5210 3.6366 -1.0868 -0.33
F -4.1811 2.1494 0.7444 -0.32
C -5.2428 1.2635 -1.4928 0.53
F -5.4238 1.5548 -2.9645 -0.26
F -6.5719 1.6378 -0.8787 -0.32
C -4.9911 -0.3478 -1.3812 0.48
F -3.7909 -0.8566 -2.0831 -0.19
F -6.1699 -1.0014 -2.0655 -0.31
C -4.9645 -0.9584 0.1384 0.56
F -3.6533 -0.7373 0.8561 -0.18
F -6.1257 -0.5869 0.9862 -0.22
F -5.0486 -2.4587 -0.0215 -0.28
H 1.0598 -2.9185 -1.5980 0.21
H 0.5520 -1.9042 -0.3197 0.28
H 1.7779 -1.2396 -3.0463 0.15
H 0.1732 -0.4729 -2.3056 -0.19
H 3.0277 0.6290 -2.2669 0.24
H 2.7600 -0.0041 -0.4554 0.07
H 2.1720 2.5519 -0.8255 0.23
H 0.7377 2.1145 -2.0417 0.28
H 1.0004 0.8468 1.0085 0.10
H 0.1894 2.5356 0.7838 0.17
H -1.6410 0.8442 0.9394 0.14
H -0.9597 -0.3128 -0.4495 0.09
H -1.9817 0.2188 -3.5378 0.18
H -0.8468 1.7141 -3.6905 0.26
H -3.4466 0.7598 -5.5077 0.31
C 0.9501 -6.0846 -5.2971 -0.41
C 0.5558 -5.0139 -4.6013 -0.33
C 1.5052 -3.9427 -4.2401 0.15
O 1.1455 -2.9632 -3.6015 -0.36
C 2.9061 -4.0998 -4.6789 -0.24
C 3.3005 -5.1705 -5.3748 -0.41
C 2.3511 -6.2417 -5.7359 0.36
O 2.7107 -7.2212 -6.3746 -0.58
H 0.2668 -6.8797 -5.5696 0.39
H -0.4684 -4.8837 -4.2727 0.44
H 3.5895 -3.3048 -4.4065 0.46
H 4.3247 -5.3008 -5.7033 0.39
C 5.2930 0.4104 3.8137 -0.41
C 4.7582 0.4239 2.5889 -0.40
C 3.7531 1.4339 2.2030 0.23
O 3.2616 1.4458 1.0829 -0.32
C 3.3633 2.4287 3.2220 -0.11
C 3.8981 2.4152 4.4468 -0.35
C 4.9032 1.4052 4.8326 0.27
O 5.3947 1.3933 5.9528 -0.60
H 6.0308 -0.3239 4.1133 0.40
H 5.0342 -0.2985 1.8302 0.47
H 2.6254 3.1630 2.9224 0.37
H 3.6221 3.1376 5.2055 0.44
C -1.1563 0.7455 5.0920 -0.37
C -1.8465 0.8296 6.2335 -0.40
C -1.5122 1.8382 7.2582 0.36
O -2.1422 1.9147 8.3041 -0.58
C -0.3874 2.7508 6.9722 -0.42
C 0.3028 2.6667 5.8308 -0.13
C -0.0315 1.6580 4.8060 0.25
O 0.5984 1.5816 3.7601 -0.34
H -1.3880 0.0111 4.3303 0.46
H -2.6747 0.1680 6.4578 0.40
H -0.1558 3.4852 7.7340 0.40
H 1.1309 3.3282 5.6065 0.35
```

Molecular weight in u: 765.2
Charge: -1
HOMO-LUMO gap in Eh: 0.1925

Formula: C15H13F2N5O2
Source: OMol25
Level of theory: the ωB97M-V functional and the def2-TZVPD basis

```
37
Properties=species:S:1:pos:R:3:mulliken_charge:R:1
C -0.6944 5.9924 0.1390 -0.79
O 0.3103 5.7843 1.1834 -0.40
C 0.7037 4.7049 1.5203 0.76
C 1.6872 4.7649 2.6470 -1.01
C 2.2037 3.5402 3.0720 -0.28
C 1.5531 2.4471 2.5667 -0.68
C 0.7883 2.4257 1.4235 0.40
N 0.5125 1.1895 0.6376 0.00
C -0.2592 0.8108 -0.1366 0.12
O -0.8070 1.7071 -0.9537 -0.79
C -0.4267 -0.5280 -0.3957 0.47
N 0.2828 -1.4527 0.4317 -0.53
C 0.1156 -2.6938 -0.1436 0.36
N 0.4568 -3.8003 0.2821 -0.49
C 0.1360 -4.8260 -0.6600 0.55
C 0.8328 -6.2747 -0.2463 -1.14
C -0.8914 -4.7258 -1.5910 -0.57
C -1.1662 -3.6019 -2.0625 0.40
C -2.2921 -3.1994 -3.1886 0.20
F -1.5950 -3.6954 -4.3192 -0.32
F -3.2885 -3.7828 -3.0921 -0.17
N -0.8857 -2.3840 -1.3056 0.79
N -1.1872 -1.1072 -1.5434 -1.06
C 0.3619 3.6135 0.7343 -0.88
H -0.8713 6.9714 -0.0817 0.27
H -1.4640 5.3764 0.4456 0.40
H -0.0290 5.6511 -0.9246 0.24
H 1.8250 5.6388 3.0831 0.58
H 2.8836 3.4769 4.1384 0.22
H 2.2934 1.4523 2.9162 0.12
H 0.9091 0.3743 1.1598 0.39
H 0.1000 -7.0913 -0.8429 0.22
H 0.1967 -6.3300 0.7040 0.32
H 1.7401 -6.3658 -0.2308 0.49
H -1.2747 -5.4999 -2.1892 0.37
H -2.4079 -2.1490 -3.2665 0.36
H -0.3522 3.5865 0.0894 1.06
```

Molecular weight in u: 333.3
Charge: 0
HOMO-LUMO gap in Eh: 0.2596

The calculated total energy results, record by record, are as follows: -976.8892, -1274.1255, -1550.1143, -824.8772, -3228.0654, -788.6232, -4662.8915, -1202.9416 Eh.